a.
This record from the OMol25 dataset describes 2 unconnected molecules or ions with the total composition C4H12NO. The level of theory is wB97M-V/def2-TZVPD.

Structure (ORCA input):
```
! RIJCOSX wB97M-V def2-TZVPD def2/J DEFGRID3
* xyz 2 2
C -2.5540 -1.2747 -0.6091
C -1.3962 -0.3527 -0.9225
C -0.2918 -0.2941 0.1210
C 0.9378 1.7256 -0.5610
N 0.2806 1.0481 0.3047
H -3.2697 -1.1525 -1.4299
H -2.3746 -2.3810 -0.5628
H -2.8448 -1.0364 0.4408
H -0.9502 -0.9444 -1.8125
H -1.6590 0.6479 -1.2752
H -0.6049 -0.6623 1.1026
H 0.5324 -0.9268 -0.2373
H 1.1938 1.2747 -1.5163
H 1.1988 2.7656 -0.3663
H 0.2745 1.4962 1.2230
H 1.9971 -1.0779 1.5877
H 3.1334 -0.4046 2.1730
O 2.6581 -0.4252 1.3335
*
```

## Properties
Frontier orbital gap (spin up / spin down), eV: 9.5 / 3.6


b.
This record from the OMol25 dataset describes 2 unconnected molecules or ions with the total composition C4H12NO. The level of theory is wB97M-V/def2-TZVPD.

Structure (ORCA input):
```
! RIJCOSX wB97M-V def2-TZVPD def2/J DEFGRID3
* xyz 2 2
C 0.1381 -0.0395 0.0129
C 0.1456 -1.5973 0.2553
C 1.7062 -2.3273 2.0148
N 0.5481 -1.9387 1.6161
H -0.5618 0.4688 0.7131
H 1.1785 0.2115 0.2038
H -0.0822 0.1726 -1.0367
H -0.8514 -2.0948 0.1204
H 0.8502 -2.1339 -0.3620
H 1.9303 -2.2853 3.0749
H 2.3300 -2.7473 1.2146
H -0.0949 -1.5699 2.3238
C -0.8807 2.7867 -1.7451
O -1.8763 1.7938 -1.4914
H -0.9403 3.5695 -0.9730
H 0.1085 2.2999 -1.7024
H -0.8923 3.2735 -2.7485
H -2.7555 2.1577 -1.4906
*
```

## Properties
Frontier orbital gap (spin up / spin down), eV: 12.2 / 6.2


c.
This record from the OMol25 dataset describes a gas-phase ion, C4H12NO (charge +2). The level of theory is wB97M-V/def2-TZVPD.

Structure (ORCA input):
```
! RIJCOSX wB97M-V def2-TZVPD def2/J DEFGRID3
* xyz 2 2
O -2.5744 -0.8295 1.2064
C -2.1242 -0.2655 0.0274
C -0.8048 0.5867 0.2762
N 0.3573 -0.2529 0.6980
C 1.7899 -0.0592 0.0934
C 1.8265 0.6728 -1.2216
H -2.5486 -1.8220 1.2018
H -1.9173 -1.0083 -0.7577
H -2.9634 0.3094 -0.4199
H -0.5880 1.1247 -0.6458
H -1.0584 1.2626 1.0939
H 0.1008 -1.2284 0.5143
H 0.5348 -0.2908 1.7035
H 2.3658 0.3937 0.8985
H 2.2139 -1.0630 0.0468
H 0.9876 0.3262 -1.8267
H 1.6846 1.7272 -1.1154
H 2.7178 0.4163 -1.7730
*
```

## Properties
Frontier orbital gap (spin up / spin down), eV: 12.4 / 5.6


d.
This record from the OMol25 dataset describes 2 unconnected molecules or ions with the total composition C4H12NO. The level of theory is wB97M-V/def2-TZVPD.

Structure (ORCA input):
```
! RIJCOSX wB97M-V def2-TZVPD def2/J DEFGRID3
* xyz 2 2
C -0.7839 1.0875 2.1896
C -1.5541 0.3810 1.2037
C -0.5190 -0.0459 0.2111
C -0.3126 0.5349 -0.9958
N 0.8553 0.2128 -1.9824
H -1.2624 1.3002 3.1505
H -0.4324 2.0634 1.7607
H 0.1062 0.4722 2.4704
H -2.4067 0.9098 0.7032
H -2.1063 -0.4873 1.6656
H 0.1353 -0.8902 0.6420
H -0.9328 1.3058 -1.4146
H 1.0417 -0.8041 -1.7704
H 0.3275 0.3395 -2.8867
H 1.7533 0.8186 -1.8592
H 1.3357 -2.9029 -1.1071
H 2.8510 -2.1813 -0.9073
O 1.9041 -2.1138 -1.0733
*
```

## Properties
Frontier orbital gap (spin up / spin down), eV: 10.9 / 6.3


The structure with the most favorable energy is b; the runner-up is 0.0156 hartree above it.


a.
This record from the OMol25 dataset describes 3 unconnected molecules or ions with the total composition C4H15N2O. The level of theory is wB97M-V/def2-TZVPD.

Structure (ORCA input):
```
! RIJCOSX wB97M-V def2-TZVPD def2/J DEFGRID3
* xyz 1 1
N -1.2666 -1.5702 1.3651
C 0.1366 -1.2608 1.5501
C 0.2932 0.3183 1.3753
N 0.0952 0.6247 -0.0277
C -0.7544 1.8648 -0.1496
C -1.1434 2.1893 -1.6126
H -1.5453 -2.5397 1.6387
H 6.1072 -2.0175 -1.1018
H -1.5177 -1.6656 0.3490
H 0.7451 -1.6354 0.7050
H 0.5120 -1.6001 2.4498
H -0.5615 0.7064 1.9018
H 1.2141 0.6330 1.8647
H -0.3797 -0.1815 -0.5532
H -1.6585 1.8209 0.4813
H -0.1280 2.7354 0.2087
H -1.7859 1.2865 -2.0140
H -0.1775 2.2686 -2.1441
H -1.5677 3.0967 -1.4212
H 5.8119 -2.5597 -1.5127
H -1.0713 -1.4839 -2.0756
O -1.3577 -1.0301 -1.2770
*
```

## Properties
Frontier orbital gap, eV: 5.4


b.
This record from the OMol25 dataset describes 2 unconnected molecules or ions with the total composition C4H15N2O. The level of theory is wB97M-V/def2-TZVPD.

Structure (ORCA input):
```
! RIJCOSX wB97M-V def2-TZVPD def2/J DEFGRID3
* xyz 1 1
C -0.8605 0.8851 1.8464
C -0.3101 0.5912 0.4712
C -1.4416 0.6852 -0.6524
C -1.0212 0.0796 -2.0048
N -0.3993 -1.3727 -1.9727
N 0.6546 -0.5425 0.5262
H -1.3777 -0.0379 2.1112
H -1.5869 1.7166 1.9219
H -0.0586 1.0920 2.5572
H 0.4122 1.3311 0.1172
H -1.6528 1.7248 -1.0106
H -2.3879 0.3825 -0.1921
H -1.9287 -0.0960 -2.5797
H -0.1640 0.5898 -2.4306
H -1.1801 -2.0533 -1.9479
H 0.3688 -1.4077 0.9837
H 0.2518 -1.3918 -2.7407
H 1.6344 -0.2258 0.6853
H 0.0934 -1.4199 -1.0335
H 3.9699 -0.2597 1.0796
H 3.6381 -0.3514 2.5361
O 3.3462 0.0809 1.7291
*
```

## Properties
Frontier orbital gap, eV: 10.1


The structure with the most favorable energy is b; the runner-up is 0.2816 hartree above it.


a.
This record from the OMol25 dataset describes 2 unconnected molecules or ions with the total composition C4H15N2O. The level of theory is wB97M-V/def2-TZVPD.

Structure (ORCA input):
```
! RIJCOSX wB97M-V def2-TZVPD def2/J DEFGRID3
* xyz 1 1
C -1.0624 1.1321 -1.7811
C 0.0893 0.7914 -0.8198
C 0.4159 -0.7001 -0.7905
C 1.6230 -1.1698 0.0261
N 1.8718 -0.4101 1.2701
N -0.3280 1.1312 0.6154
H -1.8535 1.5788 -1.1823
H -0.7984 1.8380 -2.5602
H -1.3946 0.1986 -2.3014
H 1.0286 1.3053 -1.0712
H 0.6467 -0.9113 -1.8425
H -0.4719 -1.2895 -0.5473
H 1.3565 -2.2340 0.3006
H 2.4097 -1.5057 -0.6565
H 2.3775 -1.0367 1.8601
H 2.5481 0.2994 0.9926
H -1.2661 0.8098 0.9540
H 0.3992 0.6727 1.2412
H -0.3111 2.1521 0.7577
H -3.0680 -0.4797 1.3872
H -2.0107 -1.5751 1.3417
O -2.1361 -0.6668 1.0316
*
```

## Properties
Frontier orbital gap, eV: 11.4


b.
This record from the OMol25 dataset describes 2 unconnected molecules or ions with the total composition C4H15N2O. The level of theory is wB97M-V/def2-TZVPD.

Structure (ORCA input):
```
! RIJCOSX wB97M-V def2-TZVPD def2/J DEFGRID3
* xyz 1 1
C -1.9891 0.9585 -1.0313
C -0.8641 0.4804 -0.1109
C 0.4680 0.8632 -0.7154
C 1.6836 -0.0080 -0.3946
N 1.4668 -1.4005 -0.8488
N -0.9403 -1.0312 0.0527
H -1.8279 0.4787 -1.9934
H -2.9918 0.7655 -0.6521
H -1.9327 2.0446 -1.1024
H -1.1704 0.8073 0.8758
H 0.7157 1.8778 -0.3644
H 0.4832 1.0588 -1.7831
H 2.4995 0.4419 -0.9633
H 2.0003 0.0322 0.6092
H 1.7507 -1.4713 -1.8192
H 2.0696 -2.0381 -0.3385
H -0.6912 -1.2898 1.0095
H -1.7910 -1.4513 -0.3188
H -0.1297 -1.4494 -0.4974
H 0.1166 -0.0323 3.4677
H 0.6908 1.0684 2.5772
O 0.1082 0.3008 2.5638
*
```

## Properties
Frontier orbital gap, eV: 11.3


The structure with the most favorable energy is b; the runner-up is 0.0131 hartree above it.


a.
This record from the OMol25 dataset describes 2 unconnected molecules or ions with the total composition C4H15N2O. The level of theory is wB97M-V/def2-TZVPD.

Structure (ORCA input):
```
! RIJCOSX wB97M-V def2-TZVPD def2/J DEFGRID3
* xyz 1 1
C 1.5546 1.8105 0.9378
C 1.6831 0.8916 -0.2314
C 0.4892 0.3035 -1.0279
C -1.9055 -0.3502 -0.9983
N -0.6026 -0.3132 -0.1848
N 0.4432 1.2239 1.8405
H 1.1647 2.8178 0.5160
H 2.4885 1.9173 1.5086
H 2.1429 1.4812 -0.9890
H 2.4310 0.0189 -0.0533
H 0.8681 -0.4944 -1.7723
H 0.0247 1.1784 -1.6842
H -1.9306 0.4014 -1.7711
H -2.7561 -0.2515 -0.2731
H -2.1157 -1.4118 -1.3976
H -0.4776 -1.3390 0.0870
H -0.7302 0.2801 0.6873
H 0.8335 0.4437 2.3754
H 0.0725 1.8416 2.5296
H -1.8315 -3.0985 0.1924
H -0.8944 -4.1368 -0.2634
O -0.9516 -3.2143 -0.0282
*
```

## Properties
Frontier orbital gap, eV: 11.1


b.
This record from the OMol25 dataset describes 2 unconnected molecules or ions with the total composition C4H15N2O. The level of theory is wB97M-V/def2-TZVPD.

Structure (ORCA input):
```
! RIJCOSX wB97M-V def2-TZVPD def2/J DEFGRID3
* xyz 1 1
C 0.9081 2.2177 -0.7658
N 0.9801 1.0164 0.0752
C 0.6144 1.2451 1.4771
O 0.0099 0.1026 2.0447
H -0.0790 2.6624 -0.6493
H 1.0388 1.9487 -1.8104
H 1.6563 2.9647 -0.5005
H 1.9226 0.6405 0.0592
H 1.4942 1.4494 2.0853
H -0.0547 2.1033 1.5374
H -0.9297 0.1277 1.8371
C -0.5906 -2.3729 0.0240
N -0.2874 -1.2802 -0.9427
C -1.4803 -0.8445 -1.7214
H 0.2877 -2.5710 0.6315
H -1.4228 -2.0819 0.6557
H -0.8738 -3.2638 -0.5319
H 0.4122 -1.6378 -1.5920
H 0.1503 -0.4257 -0.4668
H -1.8567 -1.6959 -2.2864
H -1.1987 -0.0399 -2.3901
H -2.2379 -0.5163 -1.0171
*
```

## Properties
Frontier orbital gap, eV: 11.0


The structure with the most favorable energy is b; the runner-up is 0.0139 hartree above it.


a.
This record from the OMol25 dataset describes a molecular structure, C4H15N2O. The level of theory is wB97M-V/def2-TZVPD.

Structure (ORCA input):
```
! RIJCOSX wB97M-V def2-TZVPD def2/J DEFGRID3
* xyz 1 1
C -2.0485 1.4126 0.4956
N -0.3769 -1.3215 -1.5182
C -0.5500 -0.1700 -2.3952
C -1.2936 2.5060 0.7196
N 1.6854 -1.3776 0.6425
C 1.1289 -1.4257 1.9878
H -1.5266 0.4625 0.4784
H -3.1032 1.4520 0.2477
H -0.1256 -2.1438 -2.0504
H -1.2611 -0.5420 -3.1390
H 0.4014 0.2106 -2.7603
H -1.0912 0.6490 -1.9081
H -0.2396 2.2114 0.6930
H -1.7886 3.3931 1.0900
H 0.3235 -1.1925 -0.7813
H 2.5960 -1.8449 0.6864
H 0.2174 -0.8175 2.0550
H 1.8107 -0.9348 2.6918
H 0.7900 -2.4425 2.2107
H 1.3774 -0.2666 0.3006
H 1.9506 1.3509 0.1525
O 1.1239 0.8313 0.1007
*
```

## Properties
Frontier orbital gap, eV: 3.6


b.
This record from the OMol25 dataset describes 2 unconnected molecules or ions with the total composition C4H15N2O. The level of theory is wB97M-V/def2-TZVPD.

Structure (ORCA input):
```
! RIJCOSX wB97M-V def2-TZVPD def2/J DEFGRID3
* xyz 1 1
C 0.5363 -0.0606 -1.0705
N 0.0905 0.5286 -2.3330
C -0.6440 -0.2193 -0.1326
N -1.5969 0.9411 -0.3839
C -1.5243 -0.7945 2.1863
C -0.3757 -0.3255 1.3575
H 1.2318 0.6506 -0.6152
H 1.0969 -0.9971 -1.0718
H 0.8661 1.0002 -2.7897
H -0.2544 -0.1918 -2.9676
H -1.2047 -1.1019 -0.4693
H -1.2365 1.7462 0.1155
H -1.5263 1.1364 -1.3973
H -2.5220 0.7688 -0.0115
H -1.2514 -0.9967 3.2223
H -1.9948 -1.7104 1.8121
H -2.4100 -0.1542 2.3186
H 0.0584 0.6240 1.6948
H 0.4633 -1.0238 1.4515
H 4.4503 0.3970 -0.8672
H 4.0396 -0.1841 0.4210
O 3.7078 -0.0330 -0.4702
*
```

## Properties
Frontier orbital gap, eV: 11.4


The structure with the most favorable energy is b; the runner-up is 0.3239 hartree above it.


a.
This record from the OMol25 dataset describes a single C5H5NO molecule. The level of theory is wB97M-V/def2-TZVPD.

Structure (ORCA input):
```
! RIJCOSX wB97M-V def2-TZVPD def2/J DEFGRID3
* xyz 0 1
C -1.0953 -0.0704 2.1513
C -0.5203 -0.1410 1.0969
C 0.2277 -0.2187 -0.1763
C 0.3391 1.1608 -0.8284
O 1.5456 -0.6801 0.0256
C -0.4922 -1.1424 -1.1024
N -1.0194 -1.8572 -1.8432
H -1.6129 -0.0114 3.0843
H -0.6532 1.5716 -1.0252
H 0.8809 1.8197 -0.1469
H 0.8934 1.0729 -1.7661
H 1.5066 -1.5039 0.5304
*
```

## Properties
SMILES: C#C[C@@](C)(O)C#N
Frontier orbital gap, eV: 11.7


b.
This record from the OMol25 dataset describes a single C5H5NO molecule. The level of theory is wB97M-V/def2-TZVPD.

Structure (ORCA input):
```
! RIJCOSX wB97M-V def2-TZVPD def2/J DEFGRID3
* xyz 0 1
C -2.0156 0.0626 0.1230
C -0.4587 0.0039 -0.1095
N 0.0487 -1.1547 -0.2015
C 1.4684 -1.1848 -0.0777
C 1.9723 0.1455 0.2447
C 0.6797 1.0104 -0.1145
O 0.6298 2.2614 -0.1803
H -2.2462 0.7000 0.9653
H -2.6138 -0.9265 0.0097
H -2.3440 0.6285 -0.7054
H 2.0241 -2.1090 -0.3287
H 2.8552 0.5630 0.3750
*
```

## Properties
SMILES: CC1=NC=CC1=O
Frontier orbital gap, eV: 7.9


c.
This record from the OMol25 dataset describes a molecular structure, C5H5NO. The level of theory is wB97M-V/def2-TZVPD.

Structure (ORCA input):
```
! RIJCOSX wB97M-V def2-TZVPD def2/J DEFGRID3
* xyz 0 1
O -1.7556 -1.5642 -0.0188
C -0.6279 -0.9911 0.4557
C -0.4620 0.5522 0.5342
C 1.0112 0.8439 0.5050
C 0.3239 0.6409 -0.8034
C 0.0810 -0.8125 -0.8894
N -0.3125 -1.6584 -1.7654
H -0.2292 -1.5910 1.2951
H -1.1462 1.3318 0.8621
H 1.7338 0.0889 0.8159
H 1.3255 1.8630 0.7011
H 0.1626 1.3866 -1.5731
*
```

## Properties
Frontier orbital gap (spin up / spin down), eV: 6.8 / 6.6


d.
This record from the OMol25 dataset describes a single C5H5NO molecule. The level of theory is wB97M-V/def2-TZVPD.

Structure (ORCA input):
```
! RIJCOSX wB97M-V def2-TZVPD def2/J DEFGRID3
* xyz 0 1
C 0.8407 0.8985 0.5843
C -0.6339 0.6078 0.4919
O -1.2205 -0.6580 0.7088
C -0.3693 -1.5487 0.0112
N -0.5155 -1.6877 -1.5342
C 0.2065 -0.7833 -1.0262
C 0.2473 0.6610 -0.7798
H 1.5583 0.1598 0.9279
H 1.1041 1.9251 0.8186
H -1.3162 1.4072 0.7543
H -0.0308 -2.3929 0.5962
H 0.1293 1.4111 -1.5533
*
```

## Properties
SMILES: C1[C@@H]2O[C@H]3N=C3[C@H]12
Frontier orbital gap, eV: 9.8


The structure with the most favorable energy is a; the runner-up is 0.0176 hartree above it.